(1)
Entry from the Open Molecules 2025 dataset: the molecule C5H9NO (wB97M-V/def2-TZVPD).

Last column: Löwdin charge in e.
Geometry (Å):
O  -3.3188  0.2822  -0.1411  0.0278
C  -2.3683  0.3531  0.5934  -0.3743
N  -1.2488  -0.4238  0.4763  0.0173
C  0.0062  -0.0799  1.1326  -0.2078
C  0.9560  0.7563  0.2636  -0.1839
C  1.0829  0.2520  -1.1487  -0.1874
C  1.3093  -1.0047  -1.4912  -0.0088
H  -2.2390  1.0310  1.4624  0.1330
H  -1.1554  -0.9129  -0.4028  0.1226
H  -0.2229  0.4369  2.0552  0.1096
H  0.4565  -1.0378  1.3687  0.1080
H  1.9514  0.6214  0.6879  0.1134
H  0.6846  1.8113  0.3078  0.1092
H  1.0976  1.0072  -1.9318  0.0996
H  1.4830  -1.7613  -0.7323  0.0649
H  1.5258  -1.3311  -2.5002  0.0570

Summary:
- frontier orbital gap (eV) = 10.56
- HOMO level (eV) = -9.66
- SMILES = C=CCCNC=O
- spin multiplicity = 1
- relative energy (zero: lowest compared OMol25 entry of this formula, charge and spin) (kJ/mol) = 130.5



(2)
Entry from the Open Molecules 2025 dataset: the molecule C5H9NO (wB97M-V/def2-TZVPD).

Last column: Löwdin charge in e.
Geometry (Å):
C  2.1209  -0.0492  0.3686  -0.0691
C  0.6194  0.2095  0.5622  -0.3529
C  -0.1018  0.2685  -0.8021  -0.1578
C  -1.5821  -0.0668  -0.7911  -0.2848
O  -2.2607  0.9476  -0.0780  -0.0563
C  0.0494  -0.8261  1.4398  -0.2088
N  -0.3911  -1.6485  2.1238  0.1585
H  2.5506  0.7161  -0.2850  0.0837
H  2.2731  -1.0236  -0.1065  0.0868
H  2.6686  -0.0412  1.3149  0.0837
H  0.4774  1.1620  1.0831  0.1462
H  0.0248  1.2798  -1.2057  0.1265
H  0.3993  -0.4182  -1.4939  0.1210
H  -1.7329  -1.0507  -0.3253  0.1112
H  -1.9352  -0.1335  -1.8318  0.1186
H  -3.1797  0.6743  0.0271  0.0933

Summary:
- frontier orbital gap (eV) = 11.52
- HOMO level (eV) = -10.64
- SMILES = C[C@H](C#N)CCO
- spin multiplicity = 1
- relative energy (zero: lowest compared OMol25 entry of this formula, charge and spin) (kJ/mol) = 104.5



(3)
Entry from the Open Molecules 2025 dataset: the molecule C5H9NO (wB97M-V/def2-TZVPD).

Last column: Löwdin charge in e.
Geometry (Å):
C  -0.6809  1.1561  0.6268  -0.0810
C  1.5989  0.1556  -0.0132  -0.4304
C  2.3457  -0.7987  0.8604  -0.0279
C  -2.1820  -0.4063  -0.8003  -0.1166
C  -2.0197  0.6585  0.3651  -0.2770
N  0.4410  0.5845  0.3244  0.0871
O  2.3683  0.6946  -1.0290  0.0232
H  3.3070  -0.2835  1.1691  0.0941
H  2.7731  -1.5618  0.1468  0.0924
H  1.7849  -1.1618  1.7648  0.0998
H  -1.7384  -1.2892  -0.5491  0.0034
H  -1.7878  -0.1516  -1.9011  0.1125
H  -3.2968  -0.6156  -0.8683  0.0737
H  -2.1328  0.2021  1.3609  0.1087
H  -2.8185  1.4148  0.1847  0.1021
H  2.0379  1.4022  -1.6421  0.1359

Summary:
- frontier orbital gap (eV) = 7.71
- HOMO level (eV) = -7.02
- spin multiplicity = 1
- relative energy (zero: lowest compared OMol25 entry of this formula, charge and spin) (kJ/mol) = 398.1



(4)
Entry from the Open Molecules 2025 dataset: the molecule C5H9NO (wB97M-V/def2-TZVPD).

Last column: Löwdin charge in e.
Geometry (Å):
C  -1.9707  -0.4086  -0.1142  -0.0597
C  -1.2053  0.5417  0.7983  -0.4731
N  -0.5583  0.0703  1.9073  0.1132
C  0.3338  0.7327  0.5376  -0.1630
C  0.8579  -0.0017  -0.6706  -0.3020
C  2.2276  -0.5198  -0.7014  -0.1011
O  1.1117  -1.3816  -0.5337  -0.0262
H  -2.1442  0.0248  -1.1064  0.0764
H  -2.9503  -0.5980  0.3381  0.0774
H  -1.4445  -1.3622  -0.2070  0.0780
H  -1.6893  1.5344  0.8565  0.1272
H  0.8641  0.3049  1.4438  0.1315
H  0.5577  1.8001  0.5455  0.1412
H  0.3948  0.2811  -1.6179  0.1481
H  2.7503  -0.6088  -1.6526  0.1132
H  2.8645  -0.4094  0.1765  0.1189

Summary:
- frontier orbital gap (eV) = 9.33
- HOMO level (eV) = -8.34
- spin multiplicity = 1
- relative energy (zero: lowest compared OMol25 entry of this formula, charge and spin) (kJ/mol) = 572.2



(5)
Entry from the Open Molecules 2025 dataset: C5H9NO as an isolated structure (wB97M-V/def2-TZVPD).

Last column: Löwdin charge in e.
Geometry (Å):
C  0.8045  1.5127  0.5984  -0.0663
C  0.0473  0.4421  0.0636  -0.2959
O  -1.5603  1.4163  0.3005  -0.1382
C  -0.1018  -0.1022  -1.3497  -0.1018
N  -0.5529  -1.4356  -0.8324  -0.0055
C  0.5766  -1.9338  -0.0534  -0.1049
C  -0.3173  -0.9272  0.5546  -0.2003
H  1.1847  1.3848  1.6092  0.0656
H  -0.5274  2.0029  0.6257  0.1098
H  1.4417  2.0609  -0.0902  0.0641
H  -2.0211  1.1434  1.1121  0.0615
H  0.8336  -0.1468  -1.9193  0.1233
H  -0.8784  0.3786  -1.9424  0.1220
H  1.5917  -1.6722  -0.3495  0.1171
H  0.4474  -2.9586  0.2824  0.1100
H  -0.9684  -1.1653  1.3903  0.1396

Summary:
- frontier orbital gap (eV) = 9.30
- HOMO level (eV) = -8.40
- spin multiplicity = 1
- relative energy (zero: lowest compared OMol25 entry of this formula, charge and spin) (kJ/mol) = 566.3



(6)
Entry from the Open Molecules 2025 dataset: the molecule C5H9NO (wB97M-V/def2-TZVPD).

Last column: Löwdin charge in e.
Geometry (Å):
C  -1.2645  -1.7179  0.0759  -0.0235
C  -0.7205  -0.0562  -0.5556  -0.0960
C  -0.6622  1.6262  -0.4253  -0.0865
C  0.8218  1.5065  0.0631  -0.0975
C  0.5799  0.0081  0.0915  -0.3648
N  0.9030  -1.0106  0.7869  -0.0219
O  2.2044  -1.0594  1.2448  -0.0406
H  -2.0188  -1.9999  -0.6395  0.0217
H  -1.6189  -1.6766  1.1097  0.0468
H  -0.5293  -2.5682  0.0943  0.0621
H  -0.8106  -0.2828  -1.6174  0.1047
H  -0.7311  2.2047  -1.3691  0.0992
H  -1.3218  2.1087  0.2948  0.0873
H  1.0487  1.9490  1.0452  0.1145
H  1.5715  1.8653  -0.6499  0.1051
H  2.7093  -0.8946  0.4384  0.0892

Summary:
- frontier orbital gap (eV) = 9.73
- HOMO level (eV) = -8.84
- SMILES = C[C@H]1CC/C1=N\O
- spin multiplicity = 1
- relative energy (zero: lowest compared OMol25 entry of this formula, charge and spin) (kJ/mol) = 599.4



| no. | LUMO (Ha) |
| --- | --- |
| 1 | 0.033 |
| 2 | 0.032 |
| 3 | 0.025 |
| 4 | 0.036 |
| 5 | 0.033 |
| 6 | 0.032 |